No. 1
Density functional theory data (ωB97M-V with the def2-TZVPD basis set) for the ion C5H13N2O with charge -1.

Atoms and positions in Å:
C 1.685 1.428 1.414
N 0.396 1.789 0.835
C -0.636 0.778 1.038
C -0.299 -0.631 0.550
C -0.073 -0.945 -0.948
N -0.362 -2.405 -1.129
C -0.887 -0.094 -1.889
O -0.348 1.222 -1.845
H 2.280 0.809 0.734
H 2.245 2.349 1.620
H 1.546 0.977 2.391
H 0.466 1.809 -0.198
H -0.912 0.753 2.100
H -1.483 1.177 0.479
H 0.522 -1.025 1.164
H -1.125 -1.238 0.951
H 1.002 -0.869 -1.125
H 0.057 -3.023 -0.454
H -1.359 -2.528 -1.225
H -0.803 -0.362 -2.950
H -1.913 0.027 -1.514

The value obtained for the largest force on an atom is 3.738 eV/A. The charge is -1. Its SMILES is CNCC[C@@H](N)C[O-]. The gap between HOMO and LUMO comes out at 6.6 eV. As for the energy relative to the best compared isomer or geometry (same formula, charge and spin): 1.163 eV. For the LUMO energy, the calculation gives 4.1 eV.



No. 2
Density functional theory data (ωB97M-V with the def2-TZVPD basis set) for a structure of composition C42H38AuN5O2P2S.

Atoms and positions in Å:
Au -0.050 -1.315 -0.259
N 3.951 3.025 -6.154
C 3.014 2.274 -5.524
C 2.762 0.951 -5.932
C 1.815 0.188 -5.290
C 1.107 0.738 -4.226
C 1.328 2.044 -3.806
C 2.273 2.809 -4.452
S -0.067 -0.259 -3.390
O -0.752 -1.132 -4.281
O -0.894 0.641 -2.568
N 0.720 -1.075 -2.216
C 1.475 -2.191 -2.389
N 1.614 -2.867 -1.233
C 2.328 -3.985 -1.239
C 2.911 -4.454 -2.402
C 2.710 -3.687 -3.544
N 2.008 -2.560 -3.544
H 4.449 2.663 -6.945
H 4.102 3.981 -5.899
H 3.313 0.541 -6.769
H 1.602 -0.827 -5.596
H 0.742 2.452 -2.995
H 2.438 3.837 -4.152
H 2.430 -4.498 -0.290
H 3.494 -5.362 -2.419
H 3.122 -3.984 -4.501
C -2.384 0.804 1.359
N -1.581 0.602 2.531
C -1.467 -0.774 2.960
P -0.348 -1.878 1.940
C 1.304 -1.744 2.651
C 2.079 -2.884 2.858
C 3.405 -2.753 3.243
C 3.964 -1.494 3.409
C 3.199 -0.356 3.188
C 1.877 -0.477 2.796
C -1.013 -3.505 2.309
C -1.682 -4.197 1.299
C -2.231 -5.441 1.567
C -2.109 -5.991 2.836
C -1.444 -5.302 3.843
C -0.895 -4.058 3.586
C -1.073 1.637 3.282
C -0.369 1.410 4.490
C 0.131 2.462 5.219
C -0.047 3.777 4.787
C -0.751 4.018 3.610
C -1.264 2.976 2.875
P -1.573 0.745 -0.442
C -3.160 1.108 -1.253
C -3.263 2.097 -2.234
C -4.472 2.312 -2.872
C -5.576 1.526 -2.567
C -5.468 0.521 -1.620
C -4.265 0.310 -0.965
C -0.510 2.209 -0.316
C 0.863 2.032 -0.150
C 1.703 3.130 -0.035
C 1.180 4.413 -0.101
C -0.186 4.598 -0.270
C -1.031 3.504 -0.366
H -2.923 1.748 1.403
H -3.117 0.001 1.310
H -2.448 -1.247 2.907
H -1.119 -0.856 3.983
H 1.644 -3.867 2.730
H 4.005 -3.637 3.414
H 5.001 -1.399 3.702
H 3.635 0.626 3.312
H 1.296 0.412 2.584
H -1.760 -3.762 0.309
H -2.749 -5.982 0.787
H -2.533 -6.965 3.041
H -1.352 -5.737 4.829
H -0.369 -3.522 4.368
H -0.202 0.419 4.882
H 0.659 2.259 6.140
H 0.344 4.600 5.370
H -0.909 5.033 3.271
H -1.816 3.211 1.984
H -2.397 2.671 -2.523
H -4.545 3.086 -3.624
H -6.511 1.690 -3.085
H -6.319 -0.109 -1.397
H -4.192 -0.500 -0.248
H 1.278 1.031 -0.135
H 2.769 2.984 0.085
H 1.836 5.270 -0.026
H -0.596 5.598 -0.326
H -2.097 3.660 -0.478

The expectation value of S² is 2.04. The value obtained for the largest force on an atom is 0.979 eV/A. The charge is +2. Its spin multiplicity is 3. The gap between HOMO and LUMO (spin up / spin down) comes out at 7.3 / 3.6 eV. As for the energy relative to the best compared isomer or geometry (same formula, charge and spin): 0.000 eV. For the LUMO energy (spin up / spin down), the calculation gives -4.6 / -8.3 eV.



No. 3
Density functional theory data (ωB97M-V with the def2-TZVPD basis set) for an isolated molecule of C17H19N3OS.

Atoms and positions in Å:
C -3.791 -2.336 1.374
S -4.644 -1.744 -0.117
C -3.366 -0.979 -1.060
C -3.767 -0.292 -2.206
C -2.835 0.330 -3.004
C -1.482 0.314 -2.660
C -0.500 0.969 -3.517
N 0.565 1.602 -3.232
N 0.913 1.930 -1.949
C 0.108 2.440 -0.982
O -1.102 2.480 -1.028
C 0.910 3.045 0.180
N 2.188 2.398 0.364
C 2.271 1.164 0.997
C 1.163 0.339 1.169
C 1.308 -0.909 1.747
C 2.545 -1.375 2.169
C 2.700 -2.737 2.775
C 3.647 -0.545 1.999
C 3.517 0.703 1.428
C -1.089 -0.396 -1.527
C -2.017 -1.043 -0.737
H -3.285 -1.507 1.859
H -3.097 -3.131 1.119
H -4.571 -2.723 2.023
H -4.816 -0.259 -2.455
H -3.153 0.866 -3.886
H -0.677 0.901 -4.585
H 1.906 2.108 -1.852
H 1.077 4.097 -0.067
H 0.275 3.009 1.076
H 2.955 3.016 0.584
H 0.184 0.667 0.858
H 0.435 -1.533 1.876
H 3.092 -3.437 2.035
H 1.745 -3.117 3.129
H 3.398 -2.711 3.610
H 4.621 -0.880 2.326
H 4.385 1.338 1.310
H -0.041 -0.468 -1.274
H -1.675 -1.591 0.126

The value obtained for the largest force on an atom is 0.767 eV/A. Its SMILES is CSc1ccc(/C=N\NC(=O)CNc2ccc(C)cc2)cc1. The gap between HOMO and LUMO comes out at 8.5 eV. As for the energy relative to the best compared isomer or geometry (same formula, charge and spin): 1.780 eV. For the LUMO energy, the calculation gives 0.7 eV.



No. 4
Density functional theory data (ωB97M-V with the def2-TZVPD basis set) for an isolated molecule of C4H10N2O.

Atoms and positions in Å:
C 0.064 -1.800 -0.113
C -0.631 -0.443 0.056
N -1.914 -0.647 0.753
C 0.296 0.593 0.699
C 1.335 1.147 -0.241
N 0.863 1.765 -1.355
O 2.519 1.104 -0.008
H 0.099 -2.289 0.864
H -0.433 -2.426 -0.841
H 1.116 -1.589 -0.334
H -0.972 -0.119 -0.935
H -2.492 0.187 0.649
H -1.833 -0.905 1.727
H 0.831 0.084 1.505
H -0.284 1.395 1.156
H 1.527 2.206 -1.966
H -0.091 1.736 -1.616

The value obtained for the largest force on an atom is 1.439 eV/A. Its SMILES is C[C@@H](N)CC(N)=O. The gap between HOMO and LUMO comes out at 10.1 eV. As for the energy relative to the best compared isomer or geometry (same formula, charge and spin): 0.577 eV. For the LUMO energy, the calculation gives 0.8 eV.



No. 5
Density functional theory data (ωB97M-V with the def2-TZVPD basis set) for an isolated molecule of C4H7NO.

Atoms and positions in Å:
C -0.521 -1.697 -0.710
C 0.600 -0.731 -0.320
N 0.270 0.575 -0.866
C 0.003 1.583 -0.146
C 0.022 1.725 1.349
O -0.415 2.725 1.869
H -0.167 -2.731 -0.734
H -0.890 -1.432 -1.705
H -1.361 -1.634 -0.010
H 0.768 -0.756 0.766
H 1.534 -1.042 -0.801
H -0.297 2.506 -0.650
H 0.454 0.910 1.958

The value obtained for the largest force on an atom is 0.447 eV/A. Its SMILES is CC/N=C\C=O. The gap between HOMO and LUMO comes out at 9.4 eV. As for the energy relative to the best compared isomer or geometry (same formula, charge and spin): 1.882 eV. For the LUMO energy, the calculation gives -0.2 eV.



No. 6
Density functional theory data (ωB97M-V with the def2-TZVPD basis set) for a cluster of 2 separate species, C3H11NO in total.

Atoms and positions in Å:
C -1.692 1.016 -0.405
C -0.297 0.683 -0.911
N 0.637 0.548 0.203
C 2.003 0.308 -0.257
H -1.685 1.977 0.136
H -2.043 0.228 0.283
H -2.402 1.091 -1.246
H 0.032 1.454 -1.634
H -0.315 -0.289 -1.441
H 0.617 1.417 0.751
H 2.039 -0.681 -0.745
H 2.683 0.297 0.611
H 2.359 1.067 -0.974
O -0.890 -3.219 1.614
H -0.468 -2.334 1.533
H -0.580 -3.563 2.482

The value obtained for the largest force on an atom is 1.214 eV/A. Its SMILES is CCNC.O. The gap between HOMO and LUMO comes out at 10.1 eV. As for the energy relative to the best compared isomer or geometry (same formula, charge and spin): 0.560 eV. For the LUMO energy, the calculation gives 1.0 eV.